1.
ORCA calculation (the ωB97M-V functional and the def2-TZVPD basis) on 2 unconnected molecules or ions with the total composition C9H18N3 in a non-equilibrium geometry.

Properties
Gap between HOMO and LUMO (spin up / spin down) ... 6.593 / 4.575 eV
HOMO (spin up / spin down) ... -9.80 / -12.06 eV
Total charge ... +1
Multiplicity ... 3

Structure (XYZ):
```
30
Properties=species:S:1:pos:R:3:lowdin_charge:R:1
C -2.961 0.817 0.600 0.101
C -3.070 -0.478 0.082 -0.185
C -0.986 -0.010 0.332 -0.073
C -4.266 -1.163 -0.481 0.028
C 3.253 0.513 0.378 -0.051
C 2.133 -1.715 0.031 -0.075
C 1.566 0.392 -1.436 -0.039
C -1.029 2.315 1.032 0.016
C 1.900 -0.188 -0.024 -0.693
N -1.649 1.038 0.781 -0.049
N -1.823 -0.991 -0.020 0.183
N 0.931 0.258 0.920 0.031
H -3.831 1.379 0.868 0.160
H -4.805 -1.955 0.139 0.142
H -4.899 -0.438 -0.961 0.101
H -3.875 -1.842 -1.194 0.076
H 3.054 1.484 0.958 0.104
H 4.007 -0.100 0.846 0.068
H 3.773 0.957 -0.459 0.065
H 1.368 -2.336 -0.569 0.083
H 2.056 -2.272 1.070 0.110
H 3.159 -1.900 -0.375 0.085
H 1.581 1.465 -1.331 0.076
H 2.134 0.005 -2.234 0.070
H 0.475 0.196 -1.622 0.066
H 0.010 2.167 1.246 0.072
H -1.071 2.931 0.195 0.082
H -1.618 2.903 1.815 0.138
H -1.558 -1.901 -0.427 0.198
H 0.880 -0.525 1.686 0.111
```

=====

2.
ORCA calculation (the ωB97M-V functional and the def2-TZVPD basis) on a single C6H11BOS molecule in a non-equilibrium geometry.

Properties
Gap between HOMO and LUMO ... 9.050 eV
HOMO ... -8.50 eV
Structure (SMILES) ... C=C=C(C)OB(C)SC
Total charge ... 0

Structure (XYZ):
```
20
Properties=species:S:1:pos:R:3:lowdin_charge:R:1
B -0.742 0.538 -0.046 -0.799
C 4.087 0.424 0.537 -0.007
C 2.888 0.116 0.255 -0.049
C 1.619 -0.229 0.082 -0.325
C -1.524 1.711 -0.632 -0.034
C 1.345 -1.658 -0.111 -0.071
C -3.377 -0.510 0.339 -0.450
O 0.556 0.609 0.103 0.112
S -1.646 -1.019 0.523 0.861
H 4.762 0.949 -0.222 0.087
H 4.439 0.490 1.592 0.074
H -2.106 2.252 0.033 0.037
H -2.204 1.256 -1.441 0.097
H -0.913 2.478 -1.129 0.077
H 0.906 -2.038 0.733 0.034
H 2.334 -2.110 -0.439 0.119
H 0.700 -1.939 -0.977 0.094
H -4.081 -1.314 0.849 0.076
H -3.384 -0.498 -0.785 0.026
H -3.662 0.493 0.733 0.042
```

=====

3.
ORCA calculation (the ωB97M-V functional and the def2-TZVPD basis) on 13 unconnected molecules or ions with the total composition C5H37NO14 in a non-equilibrium geometry.

Properties
Gap between HOMO and LUMO ... 9.317 eV
HOMO ... -9.22 eV
Total charge ... 0

Structure (XYZ):
```
57
Properties=species:S:1:pos:R:3:lowdin_charge:R:1
C -3.459 -0.290 1.066 -0.257
N -2.840 -1.585 1.397 -0.033
C -1.911 -1.976 0.375 -0.263
O -1.810 -3.416 0.457 -0.113
C -2.620 0.975 1.093 -0.203
C -1.843 1.231 -0.229 -0.177
C -0.341 0.892 -0.100 -0.296
O 0.410 1.758 -0.920 -0.095
H -3.869 -0.231 -0.030 0.140
H -4.252 -0.421 1.811 0.109
H -2.511 -1.633 2.417 0.138
H -0.765 -1.861 0.430 0.125
H -2.296 -1.769 -0.554 0.094
H -2.527 -3.868 0.840 0.076
H -1.885 0.915 1.963 0.101
H -3.288 1.993 1.455 0.176
H -1.910 2.365 -0.438 0.124
H -2.262 0.592 -1.118 0.129
H -0.207 -0.198 -0.468 0.111
H -0.178 1.005 0.971 0.044
H 0.797 2.355 -0.205 0.081
H 0.912 -0.462 2.262 -0.038
H 2.251 0.394 2.618 0.151
O 1.268 0.348 2.208 -0.051
H -0.866 -0.211 -4.216 0.036
H 0.369 0.552 -3.656 -0.016
O -0.576 0.375 -3.516 -0.063
H 2.664 -2.819 2.802 -0.024
H 1.621 -2.914 1.731 0.082
O 1.786 -2.778 2.737 -0.047
H -1.597 3.426 -3.312 0.096
H -0.808 3.153 -1.970 0.054
O -0.710 3.735 -2.849 -0.158
H 2.368 -0.037 -4.552 0.111
H 1.480 -0.918 -4.760 -0.009
O 1.843 -0.697 -3.957 -0.053
H 0.043 -3.097 3.371 0.056
H -0.582 -3.316 2.143 0.055
O -0.759 -2.664 2.936 -0.137
H 3.376 1.063 0.884 0.011
H 4.736 1.714 0.932 0.012
O 4.026 1.438 1.445 -0.004
H 1.358 -1.628 -1.387 0.067
H 2.682 -2.308 -1.894 0.034
O 1.923 -2.460 -1.336 -0.060
H 0.854 2.282 -4.120 0.083
H 1.784 2.938 -3.431 -0.012
O 1.902 2.273 -4.065 -0.082
H 0.814 -3.744 -0.297 -0.061
H -0.250 -4.296 0.609 0.042
O 0.722 -4.169 0.484 -0.037
H 2.149 3.650 1.569 0.031
H 0.548 3.789 1.396 0.080
O 1.463 3.835 0.913 -0.107
H -0.021 1.692 2.276 -0.021
H 0.775 2.454 3.151 0.017
O 0.021 2.578 2.639 -0.044
```

=====

4.
ORCA calculation (the ωB97M-V functional and the def2-TZVPD basis) on a molecular structure, C20H16Cl2N6O4Pt in a non-equilibrium geometry.

Properties
Gap between HOMO and LUMO ... 4.766 eV
HOMO ... -13.40 eV
Total charge ... +2

Structure (XYZ):
```
49
Properties=species:S:1:pos:R:3:lowdin_charge:R:1
Pt -0.055 -0.070 0.312 1.154
Cl 2.714 -2.233 -6.176 0.760
C 2.250 -1.307 -4.841 -0.691
C 1.544 -1.893 -3.783 -0.040
C 1.156 -1.140 -2.699 -0.188
N 0.377 -1.692 -1.644 -0.041
C -0.294 -3.642 -0.202 -0.202
O -0.322 -4.679 -0.807 0.239
C -0.961 -3.073 0.877 -0.183
C -1.851 -3.960 1.560 0.077
C -2.545 -3.536 2.650 0.027
C -2.378 -2.210 3.097 0.051
C -1.533 -1.390 2.386 -0.096
N -0.843 -1.773 1.307 -0.043
C 1.456 0.259 -2.587 -0.185
C 2.150 0.827 -3.678 -0.007
C 2.543 0.081 -4.770 -0.655
Cl 3.393 0.822 -6.051 0.775
N 1.051 0.899 -1.465 0.052
C 1.261 2.254 -1.291 -0.425
O 1.818 2.983 -2.079 0.109
C 0.734 2.809 -0.001 -0.173
C 0.945 4.159 0.258 0.050
C 0.463 4.702 1.436 0.007
C -0.226 3.876 2.310 -0.007
C -0.398 2.537 1.982 -0.104
N 0.079 2.018 0.854 -0.055
H 1.281 -2.937 -3.857 0.121
H -1.928 -4.964 1.173 0.146
H -3.219 -4.202 3.167 0.140
H -2.913 -1.841 3.957 0.137
H -1.390 -0.363 2.713 0.102
H 2.382 1.884 -3.666 0.107
H 1.482 4.749 -0.472 0.138
H 0.615 5.747 1.662 0.132
H -0.628 4.258 3.236 0.124
H -0.943 1.886 2.654 0.104
C -2.622 -2.568 -3.511 0.042
O -1.280 -2.534 -2.989 0.033
C -1.055 -1.805 -1.948 -0.536
O -1.831 -1.157 -1.293 0.115
N 0.962 -2.675 -0.829 -0.025
N 1.714 -2.048 0.189 0.104
H -2.688 -3.468 -4.113 0.112
H -2.792 -1.681 -4.123 0.121
H -3.348 -2.600 -2.702 0.105
H 1.501 -3.363 -1.386 0.204
H 2.634 -1.749 -0.128 0.137
H 1.823 -2.668 0.989 0.130
```

=====

5.
ORCA calculation (the ωB97M-V functional and the def2-TZVPD basis) on a molecular structure, H12NaO6.

Properties
Gap between HOMO and LUMO ... 10.938 eV
HOMO ... -14.11 eV
Total charge ... +1

Structure (XYZ):
```
19
Properties=species:S:1:pos:R:3:lowdin_charge:R:1
Na -0.161 -0.444 -0.175 0.475
O 0.161 2.172 1.554 -0.045
H -0.707 2.065 1.164 -0.027
H -0.011 2.333 2.482 0.044
O 2.155 -0.069 0.218 -0.025
H 2.760 0.588 -0.125 0.070
H 2.626 -0.898 0.132 0.062
O -0.175 -1.298 2.093 -0.022
H -0.819 -1.727 2.657 0.064
H 0.641 -1.331 2.591 0.064
O -0.095 0.433 -2.521 -0.022
H 0.852 0.489 -2.644 0.056
H -0.452 1.121 -3.082 0.065
O 0.216 -2.401 -1.304 -0.029
H 0.715 -3.217 -1.292 0.072
H -0.302 -2.448 -2.108 0.066
O -2.087 1.527 0.034 -0.014
H -2.617 0.868 0.483 0.068
H -2.699 2.238 -0.157 0.079
```

=====

6.
ORCA calculation (the ωB97M-V functional and the def2-TZVPD basis) on 12 unconnected molecules or ions with the total composition C6H37NO11S in a non-equilibrium geometry.

Properties
Gap between HOMO and LUMO ... 9.162 eV
HOMO ... -9.00 eV
Structure (SMILES) ... CC(C)CNCCS.O.O.O.O.O.O.O.O.O.O.O
Total charge ... 0

Structure (XYZ):
```
56
Properties=species:S:1:pos:R:3:lowdin_charge:R:1
C -1.724 -0.987 0.382 -0.257
C -1.662 -1.513 1.842 -0.492
S -0.391 -2.835 2.159 0.722
N -1.054 0.336 0.449 -0.018
C -1.278 1.348 -0.619 -0.190
C -2.636 2.110 -0.453 -0.389
C -3.094 2.590 -1.818 -0.077
C -2.497 3.192 0.658 -0.065
H -1.304 -1.876 -0.181 0.082
H -2.772 -0.971 0.116 0.084
H -2.538 -2.100 2.072 0.043
H -1.684 -0.783 2.616 0.057
H 0.472 -2.251 3.003 -0.182
H -0.059 0.191 0.394 0.081
H -1.278 1.005 -1.671 0.099
H -0.459 2.048 -0.623 0.106
H -3.343 1.431 0.010 0.115
H -2.409 3.275 -2.280 0.080
H -4.115 2.989 -1.907 0.086
H -3.234 1.711 -2.413 0.037
H -3.116 4.080 0.583 0.066
H -2.759 2.777 1.639 0.070
H -1.448 3.463 0.737 0.063
H -2.892 -1.097 -2.239 0.022
H -4.032 -0.144 -2.391 -0.002
O -3.785 -0.858 -1.834 -0.076
H 2.933 -1.953 2.312 0.088
H 2.656 -1.187 1.023 0.050
O 2.745 -1.048 1.999 -0.166
H 0.839 -2.463 -1.288 0.024
H 0.066 -3.665 -0.740 0.049
O 0.205 -3.169 -1.580 -0.096
H 3.682 0.559 1.831 0.091
H 2.274 0.330 2.391 0.026
O 2.773 0.827 1.687 -0.144
H 2.600 2.294 0.593 0.016
H 3.951 2.520 -0.160 0.128
O 2.953 2.803 -0.185 -0.102
H 2.141 3.753 2.077 -0.022
H 2.201 2.316 2.372 -0.021
O 1.926 3.177 2.762 -0.059
H -0.286 -0.307 -3.678 0.006
H 0.708 -0.849 -4.721 0.081
O 0.572 -0.054 -4.104 -0.106
H -1.024 -2.245 -2.419 0.009
H -1.606 -2.581 -3.689 0.093
O -1.483 -1.774 -3.147 -0.083
H 1.980 1.287 -2.819 -0.001
H 2.631 1.873 -1.545 -0.043
O 2.539 1.121 -2.098 -0.026
H 0.432 -0.197 3.214 0.031
H 1.280 0.403 4.457 0.101
O 1.264 -0.205 3.691 -0.058
H 2.843 -1.401 -1.221 0.027
H 1.842 -0.396 -1.105 0.093
O 2.125 -1.285 -0.671 -0.051
```

=====

7.
ORCA calculation (the ωB97M-V functional and the def2-TZVPD basis) on 2 unconnected molecules or ions with the total composition C9H13NO3P in a non-equilibrium geometry.

Properties
Gap between HOMO and LUMO ... 8.174 eV
HOMO ... -4.92 eV
Total charge ... -1

Structure (XYZ):
```
27
Properties=species:S:1:pos:R:3:lowdin_charge:R:1
C -0.576 0.419 2.539 -0.115
C -1.676 -0.059 1.860 -0.073
C 0.500 0.973 1.908 -0.073
C -1.685 0.112 0.450 -0.031
C 0.475 1.212 0.557 -0.177
C -0.593 0.719 -0.175 -0.211
C 2.477 2.664 0.642 0.005
C -1.557 0.377 -2.372 -0.097
C 1.658 1.864 -0.022 -0.113
N 1.406 -2.245 -1.279 -0.114
O 0.642 -4.314 0.042 -0.465
O -1.272 -2.637 -0.708 -0.459
O -0.636 1.022 -1.550 -0.116
P 0.131 -2.927 -0.222 0.273
H -0.540 0.270 3.649 0.112
H -2.522 -0.627 2.141 0.091
H 1.296 1.266 2.497 0.082
H -2.559 -0.291 -0.101 0.112
H 0.444 -1.921 0.774 0.016
H 3.283 3.079 0.102 0.032
H 2.192 2.968 1.668 0.067
H -2.548 0.660 -2.050 0.084
H -1.414 -0.637 -2.325 0.042
H -1.258 0.740 -3.380 0.107
H 1.854 1.590 -1.038 0.100
H 1.143 -1.389 -1.559 -0.078
H 1.335 -2.888 -2.049 -0.001
```